{"formula": "C42H102N6O2", "method": "ωB97M-V/def2-TZVPD", "elements": ["O", "O", "N", "N", "N", "N", "N", "N", "C", "C", "C", "C", "C", "C", "C", "C", "C", "C", "C", "C", "C", "C", "C", "C", "C", "C", "C", "C", "C", "C", "C", "C", "C", "C", "C", "C", "C", "C", "C", "C", "C", "C", "C", "C", "C", "C", "C", "C", "C", "C", "H", "H", "H", "H", "H", "H", "H", "H", "H", "H", "H", "H", "H", "H", "H", "H", "H", "H", "H", "H", "H", "H", "H", "H", "H", "H", "H", "H", "H", "H", "H", "H", "H", "H", "H", "H", "H", "H", "H", "H", "H", "H", "H", "H", "H", "H", "H", "H", "H", "H", "H", "H", "H", "H", "H", "H", "H", "H", "H", "H", "H", "H", "H", "H", "H", "H", "H", "H", "H", "H", "H", "H", "H", "H", "H", "H", "H", "H", "H", "H", "H", "H", "H", "H", "H", "H", "H", "H", "H", "H", "H", "H", "H", "H", "H", "H", "H", "H", "H", "H", "H", "H"], "xyz": [[-4.181, -1.665, -4.535], [-1.016, 0.130, 0.692], [3.906, -2.472, 3.146], [-1.842, 4.218, -1.821], [3.233, 2.442, -0.326], [-1.046, 1.852, 4.960], [1.973, -1.257, -5.515], [-3.381, -3.739, 2.235], [6.028, -3.729, 3.148], [-4.806, -2.392, -3.801], [-5.506, -3.635, -4.316], [2.256, 1.247, -2.261], [1.990, 2.038, -1.000], [-0.862, 5.295, -1.738], [0.184, 5.229, -2.846], [2.963, 3.058, 0.971], [5.306, 3.806, -0.542], [-2.580, 3.999, -0.583], [-1.701, 3.640, 0.598], [3.387, -3.325, -5.710], [3.410, -1.237, 2.543], [5.355, -2.390, 3.405], [-1.502, 3.245, 5.059], [0.509, -1.507, -0.073], [-2.732, 4.377, -2.961], [-0.351, -1.379, -4.628], [-2.282, -3.164, 4.379], [-2.154, 0.947, 5.200], [2.819, -0.625, -6.518], [4.098, 3.208, -1.217], [2.963, 0.876, -6.281], [-0.829, -0.823, -0.032], [-4.964, -2.094, -2.329], [3.853, -1.115, 1.083], [-0.377, 1.574, 3.674], [0.605, -0.772, -5.645], [2.001, -2.719, -5.602], [-1.918, -1.221, -1.003], [-2.113, -3.491, 2.901], [-5.582, -2.745, 1.601], [2.307, 4.446, 0.932], [-4.149, -2.523, 2.085], [-3.324, 0.847, 4.217], [-3.102, -6.023, 1.390], [1.117, 1.643, 3.766], [-3.397, 3.065, -3.365], [-0.370, 4.253, 4.902], [1.767, -3.215, 4.248], [-3.202, -4.532, 1.021], [3.228, -2.787, 4.404], [-0.662, 0.562, 3.382], [1.565, 1.149, 2.894], [1.385, 4.444, 0.350], [-2.552, -2.123, 4.554], [-2.525, 1.089, 6.224], [-4.076, -6.440, 1.657], [-0.504, -2.440, -4.836], [0.593, 0.303, -5.454], [-2.631, 2.291, -3.412], [1.570, -3.082, -4.664], [-3.496, 5.151, -2.762], [-4.854, -4.206, -4.976], [-2.845, -1.400, -0.465], [-0.007, 4.292, 3.875], [-6.375, -3.284, -4.872], [3.344, -4.411, -5.627], [1.151, -2.408, 3.852], [1.227, -0.757, 0.252], [-1.733, -0.065, 5.306], [1.338, -3.127, -6.386], [1.697, -4.088, 3.598], [5.507, -4.545, 3.647], [-2.724, -6.637, 0.566], [-3.064, -3.778, 4.832], [3.890, -3.111, -6.657], [0.487, 3.908, 5.491], [1.392, -3.443, 5.247], [-5.603, -2.915, 0.518], [-1.365, -3.403, 4.920], [5.513, -2.046, 4.439], [3.740, 1.342, -6.885], [0.756, -1.843, -1.079], [4.505, 2.490, -1.932], [3.509, -2.016, 0.571], [-3.863, 1.786, 4.113], [-3.993, 0.091, 4.629], [-6.154, -1.825, 1.730], [2.037, 1.426, -6.453], [0.212, -0.919, -6.667], [3.696, -0.350, 3.135], [-3.873, 3.141, -4.344], [0.093, -1.250, -3.639], [3.226, 1.020, -5.230], [-2.085, -0.513, -1.814], [5.835, 3.073, 0.072], [1.576, 2.632, 3.779], [2.319, -1.293, 2.551], [-1.633, -2.167, -1.477], [-0.727, 2.227, 2.862], [-3.282, 3.193, -0.800], [-2.252, 3.435, 4.275], [-1.512, -4.401, 2.831], [-2.912, 0.506, 3.265], [3.407, -0.237, 0.613], [1.519, 1.077, 4.610], [-0.285, 5.031, -0.845], [1.409, 2.940, -1.280], [-1.258, 6.300, -1.530], [3.833, -1.017, -6.420], [-3.717, -1.690, 1.504], [-4.052, -4.501, 0.341], [-4.268, -2.121, 3.098], [0.528, 4.201, -2.945], [1.041, 5.852, -2.575], [6.020, 4.149, -1.293], [2.078, 4.775, 1.950], [2.969, 5.220, 0.540], [-3.198, 4.878, -0.315], [-6.088, -3.581, 2.079], [-4.346, -2.845, -1.812], [-0.941, 2.892, 0.367], [-1.480, -2.716, 2.427], [7.076, -3.727, 3.456], [-4.605, -1.112, -2.043], [2.813, 0.327, -2.080], [-2.289, -4.278, 0.459], [-2.302, 3.247, 1.421], [5.077, 4.655, 0.102], [1.366, 1.494, -0.285], [-5.970, -2.279, -1.949], [-5.783, -4.308, -3.506], [-0.159, 5.602, -3.814], [-2.446, -6.223, 2.240], [3.227, -1.862, 5.014], [-4.172, 2.777, -2.656], [-2.106, 4.748, -3.773], [3.924, 3.137, 1.480], [2.511, -0.834, -7.558], [-1.341, -0.929, -4.678], [1.293, 0.919, -2.676], [6.001, -3.916, 2.074], [-1.933, 3.377, 6.052], [5.827, -1.646, 2.763], [3.800, -3.563, 4.908], [-0.668, 5.224, 5.290], [4.937, -1.069, 0.981], [-1.216, 4.543, 0.977], [4.064, -2.939, -4.944], [3.543, 3.993, -1.757], [2.292, 2.403, 1.517], [2.678, 1.865, -3.050], [0.538, -2.352, 0.619]], "mulliken_charge": [-0.5656, -0.3155, 0.2802, 0.7945, 0.3386, 0.1229, 0.5711, 0.3039, -1.2646, 0.5826, -1.0786, -1.9524, 1.6185, 0.2755, -1.4138, 0.2307, -1.5516, -1.2191, -0.7108, -1.4827, 0.2656, -0.5747, -0.1981, 0.3114, -0.5094, -1.1593, -1.1840, -1.0013, -0.5719, -0.1929, -1.2033, 0.5211, -0.6175, -1.0192, 0.8329, -0.7112, -0.4426, -0.6249, 0.1228, -1.5497, -1.1249, 0.5775, -0.7340, -1.4340, -0.7121, -1.2934, -1.2444, -0.9266, 0.1411, -0.6990, 0.0077, -0.4633, 0.0433, -0.0588, 0.4730, 0.3272, 0.3659, 0.3406, 0.2480, 0.2889, 0.3089, 0.3357, -0.4886, 0.0268, 0.2872, 0.3977, 0.0165, -0.8377, 0.4350, 0.3863, 0.3006, 0.2859, 0.4187, 0.3693, 0.3505, 0.3366, 0.4344, 0.1364, 0.3727, 0.4203, 0.4477, 0.4192, 0.4270, 0.3382, 0.4463, 0.3778, 0.4677, 0.3184, 0.3693, 0.2477, 0.4688, 0.0487, 0.1553, 0.3031, 0.3275, 0.1929, -0.4695, 0.4412, -0.4010, 0.3902, 0.2185, 0.3416, 0.0363, -0.2095, 0.4055, -0.4827, -0.4717, 0.3173, 0.4075, -0.2640, 0.2796, 0.1239, 0.2681, 0.4182, 0.4427, 0.4832, 0.2576, 0.2864, 0.3729, -0.0171, -0.0213, -0.1892, 0.4170, 0.2427, 0.2779, -0.0352, 0.4074, 0.2981, -0.6385, 0.5780, 0.3136, 0.4256, 0.3107, 0.2986, 0.3235, 0.3171, 0.6044, 0.3556, 0.4981, 0.4200, 0.2595, 0.4722, 0.4530, 0.5115, 0.5004, 0.5346, 0.4586, 0.3445, 0.2091, -0.8772, 0.5538, 0.3717], "multiplicity": 1, "homo_lumo_gap_ev": 8.610, "e_above_lowest_kcal_mol": 0.0, "fmax_ev_per_a": 1.67, "energy_ev": -58242.346, "smiles": "CCN(CC)CC.CCN(CC)CC.CCN(CC)CC.CCN(CC)CC.CCN(CC)CC.CCN(CC)CC.CC(C)=O.CC(C)=O"}